No. 1
{"formula": "C42H58ClF30NO21Si2", "method": "wB97M-V/def2-TZVPD", "homo_energy_ha": -0.3694, "gap_ev": 10.418, "energy_ha": -7305.4622, "multiplicity": 1, "species": ["N", "C", "C", "Si", "Cl", "O", "Si", "H", "H", "H", "H", "H", "H", "H", "H", "C", "C", "O", "C", "O", "C", "F", "F", "F", "H", "H", "H", "H", "H", "C", "C", "O", "C", "O", "C", "F", "F", "F", "H", "H", "H", "H", "H", "C", "C", "O", "C", "O", "C", "F", "F", "F", "H", "H", "H", "H", "H", "C", "C", "O", "C", "O", "C", "F", "F", "F", "H", "H", "H", "H", "H", "C", "C", "O", "C", "O", "C", "F", "F", "F", "H", "H", "H", "H", "H", "C", "C", "O", "C", "O", "C", "F", "F", "F", "H", "H", "H", "H", "H", "C", "C", "O", "C", "O", "C", "F", "F", "F", "H", "H", "H", "H", "H", "C", "C", "O", "C", "O", "C", "F", "F", "F", "H", "H", "H", "H", "H", "C", "C", "O", "C", "O", "C", "F", "F", "F", "H", "H", "H", "H", "H", "C", "C", "O", "C", "O", "C", "F", "F", "F", "H", "H", "H", "H", "H"], "coordinates": [[-0.3224, 4.8781, -3.7296], [-0.7674, 4.6379, -4.9001], [-1.1032, 5.7343, -5.8673], [-2.8293, 6.3513, -5.4842], [-2.6694, 8.1118, -4.4306], [-3.5918, 5.2640, -4.5172], [-5.1543, 4.7726, -4.8519], [-0.1550, 4.0049, -3.2347], [-0.9218, 3.6043, -5.2219], [-0.3717, 6.5290, -5.7299], [-1.0412, 5.3213, -6.8743], [-3.6560, 6.5509, -6.6872], [-5.4542, 3.6887, -3.8991], [-6.0421, 5.9186, -4.5722], [-5.2977, 4.3019, -6.2410], [-2.8360, 6.0318, 0.5703], [-3.1760, 4.9931, -0.4744], [-3.7820, 3.8233, 0.1220], [-5.0738, 3.9066, 0.3798], [-5.8011, 4.8326, 0.1788], [-5.5643, 2.5680, 0.9663], [-4.7291, 2.1050, 1.9027], [-5.6543, 1.6468, -0.0002], [-6.7660, 2.7072, 1.5169], [-2.2002, 5.6005, 1.3441], [-2.3106, 6.8649, 0.1061], [-3.7354, 6.4145, 1.0518], [-2.2714, 4.6383, -0.9615], [-3.8276, 5.3969, -1.2473], [-7.9979, -0.8135, -5.1377], [-6.9712, -0.5491, -6.2161], [-7.6011, -0.1895, -7.4640], [-7.9791, 1.0721, -7.5813], [-7.8556, 1.9415, -6.7708], [-8.5894, 1.3008, -8.9793], [-9.4341, 0.3212, -9.3058], [-7.6145, 1.3372, -9.8952], [-9.2446, 2.4526, -9.0164], [-8.7067, -1.5741, -5.4656], [-7.5050, -1.1605, -4.2306], [-8.5599, 0.0891, -4.9013], [-6.4011, -1.4482, -6.4369], [-6.2699, 0.2305, -5.9226], [5.1785, 4.7729, -6.7737], [4.8165, 3.8365, -7.9025], [4.0800, 2.6875, -7.4235], [2.7872, 2.8650, -7.2274], [2.1601, 3.8671, -7.4081], [2.1665, 1.5331, -6.7575], [2.9190, 0.9535, -5.8206], [2.0677, 0.6909, -7.7923], [0.9489, 1.7152, -6.2543], [5.7278, 4.2394, -5.9978], [5.8019, 5.5837, -7.1458], [4.2865, 5.2016, -6.3168], [5.7111, 3.4237, -8.3626], [4.2400, 4.3400, -8.6770], [-5.4731, 1.1096, 4.5922], [-6.3111, -0.0234, 5.1398], [-5.4988, -0.9833, 5.8536], [-5.1946, -0.6753, 7.1008], [-5.5146, 0.2997, 7.7119], [-4.3630, -1.8165, 7.7164], [-3.4041, -2.2289, 6.8809], [-5.1506, -2.8612, 7.9993], [-3.7792, -1.4313, 8.8483], [-4.6676, 0.7203, 3.9735], [-6.0919, 1.7728, 3.9950], [-5.0253, 1.6880, 5.4003], [-6.7712, -0.5881, 4.3326], [-7.1062, 0.3380, 5.7900], [-3.3499, -5.2900, 6.5911], [-3.9801, -6.6113, 6.2074], [-3.5985, -6.9978, 4.8671], [-2.4218, -7.5827, 4.7470], [-1.6378, -7.8338, 5.6129], [-2.1893, -7.9615, 3.2706], [-2.5242, -6.9597, 2.4494], [-2.9299, -9.0270, 2.9448], [-0.9131, -8.2671, 3.0596], [-3.5953, -4.5235, 5.8582], [-3.7047, -4.9721, 7.5677], [-2.2634, -5.3738, 6.6304], [-5.0639, -6.5263, 6.1880], [-3.7233, -7.4028, 6.9098], [10.6643, 4.7920, -10.0135], [11.1159, 5.7471, -8.9309], [10.1377, 6.7862, -8.7141], [9.1178, 6.4803, -7.9352], [8.9129, 5.4431, -7.3769], [8.1867, 7.7026, -7.8113], [7.9759, 8.2804, -8.9943], [8.7209, 8.6123, -6.9924], [7.0096, 7.3288, -7.3114], [10.4384, 5.3338, -10.9320], [11.4483, 4.0645, -10.2191], [9.7659, 4.2544, -9.7116], [12.0217, 6.2696, -9.2290], [11.3162, 5.2296, -7.9965], [-0.5375, -6.5830, -0.0396], [-0.2909, -7.8526, -0.8215], [-0.2979, -7.6072, -2.2448], [0.8246, -7.1341, -2.7586], [1.8411, -6.8911, -2.1800], [0.6612, -6.9672, -4.2834], [-0.5049, -6.3918, -4.5875], [0.7026, -8.1660, -4.8767], [1.6390, -6.2203, -4.7774], [-1.4658, -6.1104, -0.3616], [-0.6048, -6.8060, 1.0185], [0.2707, -5.8675, -0.1900], [-1.0912, -8.5699, -0.6545], [0.6469, -8.3261, -0.5355], [10.2605, 7.7959, -1.5694], [10.3302, 6.3779, -2.0901], [10.7287, 6.3486, -3.4774], [12.0252, 6.4463, -3.7129], [12.9051, 6.5534, -2.9126], [12.2740, 6.3575, -5.2318], [11.4084, 7.1207, -5.9081], [12.1282, 5.0904, -5.6425], [13.5022, 6.7522, -5.5366], [9.5990, 8.3980, -2.1925], [9.8809, 7.7998, -0.5486], [11.2439, 8.2642, -1.5736], [9.3497, 5.9087, -2.0688], [11.0102, 5.7642, -1.5015], [-0.8185, -11.1453, 9.3043], [-1.8069, -10.9865, 10.4380], [-1.9938, -9.5950, 10.7766], [-2.8320, -8.9207, 10.0124], [-3.4572, -9.3312, 9.0795], [-2.9399, -7.4682, 10.5152], [-1.7424, -6.9503, 10.7906], [-3.6785, -7.4104, 11.6286], [-3.5189, -6.7144, 9.5863], [0.1251, -10.6590, 9.5513], [-0.6311, -12.2021, 9.1189], [-1.1965, -10.6954, 8.3870], [-1.4326, -11.4503, 11.3472], [-2.7694, -11.4374, 10.2015], [-1.6158, -2.6624, 10.8437], [-0.4289, -1.7274, 10.8114], [0.4775, -1.9868, 11.9049], [1.3245, -2.9873, 11.7310], [1.4249, -3.6933, 10.7725], [2.2411, -3.1057, 12.9660], [1.5433, -3.0146, 14.1001], [3.1470, -2.1203, 12.9521], [2.8831, -4.2659, 12.9594], [-2.1210, -2.6054, 11.8085], [-2.3223, -2.3995, 10.0635], [-1.3046, -3.6967, 10.6945], [-0.7463, -0.6959, 10.9450], [0.1091, -1.7920, 9.8669]], "forces_ev_per_angstrom": [[-0.1, 0.1, -0.6], [0.4, -0.2, 0.8], [0.0, -0.5, 0.3], [0.5, 0.0, 0.3], [-0.1, 0.0, -0.1], [-0.4, -0.1, -0.6], [0.0, 0.0, 0.7], [0.0, 0.0, 0.0], [-0.1, 0.1, -0.2], [-0.1, 0.1, -0.2], [0.0, 0.2, -0.1], [0.0, 0.2, 0.0], [0.0, -0.1, -0.1], [-0.1, 0.0, -0.2], [0.1, 0.0, 0.0], [-0.2, -0.1, 0.2], [0.4, 0.4, -0.2], [0.0, -0.1, 0.0], [0.1, 0.1, -0.1], [-0.1, 0.0, 0.0], [-0.1, 0.0, 0.0], [0.1, 0.0, -0.1], [0.0, 0.0, -0.1], [-0.1, 0.0, 0.0], [0.1, 0.0, -0.1], [0.0, 0.0, 0.0], [0.0, 0.0, -0.1], [0.0, -0.2, 0.0], [-0.2, -0.1, 0.1], [-0.2, 0.1, -0.1], [0.2, -0.2, 0.3], [0.0, 0.0, -0.1], [0.1, -0.1, 0.1], [0.0, 0.1, 0.0], [0.0, 0.0, 0.1], [-0.1, -0.1, 0.0], [0.1, 0.0, -0.1], [0.0, 0.1, 0.0], [0.1, -0.1, 0.0], [0.0, 0.0, 0.0], [0.1, 0.0, 0.0], [-0.1, 0.0, -0.1], [-0.1, 0.1, -0.1], [-0.2, -0.1, 0.2], [0.3, 0.3, -0.1], [0.0, -0.1, 0.0], [0.2, 0.1, -0.1], [-0.2, -0.1, 0.1], [0.0, -0.1, 0.1], [0.0, 0.0, 0.1], [0.0, 0.0, -0.1], [-0.1, 0.1, 0.0], [0.1, 0.0, -0.1], [-0.1, -0.2, 0.0], [0.0, 0.0, -0.1], [0.0, -0.1, 0.1], [-0.1, 0.0, 0.1], [0.2, -0.1, 0.4], [-0.3, 0.3, -0.3], [0.0, -0.1, 0.0], [-0.1, 0.1, -0.1], [0.0, 0.0, 0.1], [0.2, -0.1, 0.1], [0.0, 0.1, 0.0], [-0.1, 0.0, 0.0], [-0.2, 0.2, -0.1], [0.0, 0.0, -0.1], [-0.1, 0.0, 0.0], [-0.1, 0.0, 0.0], [0.1, -0.1, 0.0], [0.1, 0.0, 0.1], [0.2, -0.1, -0.3], [-0.2, 0.2, 0.5], [0.0, -0.1, -0.1], [-0.1, 0.0, 0.1], [0.1, 0.0, 0.0], [0.0, 0.0, 0.0], [0.0, 0.0, 0.0], [-0.1, -0.1, 0.0], [0.1, 0.0, 0.0], [-0.1, 0.0, 0.0], [-0.1, 0.0, 0.0], [0.0, 0.0, 0.1], [0.0, 0.0, -0.2], [0.1, -0.1, -0.1], [-0.2, 0.1, 0.0], [0.3, -0.3, -0.2], [0.0, 0.1, 0.0], [0.2, -0.1, -0.1], [-0.1, 0.0, 0.0], [-0.1, 0.0, 0.0], [0.0, 0.0, -0.1], [0.1, 0.0, 0.1], [0.0, 0.2, 0.0], [0.1, 0.0, 0.0], [0.0, 0.0, 0.0], [0.0, 0.0, 0.1], [-0.1, 0.1, 0.0], [-0.1, 0.0, 0.1], [0.1, 0.2, -0.3], [-0.1, -0.1, 0.4], [0.0, 0.0, -0.1], [-0.1, -0.1, 0.1], [0.1, 0.0, -0.1], [0.0, 0.1, 0.0], [-0.1, 0.0, 0.0], [0.0, -0.1, 0.0], [0.1, 0.0, 0.0], [-0.1, -0.1, 0.1], [0.0, 0.0, 0.1], [0.0, -0.1, 0.0], [0.0, 0.0, -0.1], [0.1, 0.1, -0.1], [0.1, 0.1, -0.2], [-0.2, 0.0, 0.4], [0.0, 0.0, -0.1], [-0.1, 0.0, 0.1], [0.1, 0.0, 0.0], [0.1, 0.1, 0.0], [0.0, 0.0, -0.1], [-0.1, -0.1, 0.0], [0.1, 0.0, 0.0], [-0.1, 0.0, 0.0], [0.0, 0.0, 0.0], [0.0, 0.0, 0.1], [0.0, 0.0, -0.2], [0.1, 0.0, -0.1], [0.0, 0.2, -0.1], [0.1, -0.4, 0.0], [-0.1, 0.0, 0.1], [0.1, -0.2, 0.0], [-0.1, 0.1, 0.0], [0.1, 0.1, 0.0], [0.1, 0.0, 0.0], [-0.1, -0.1, 0.0], [-0.1, 0.1, -0.1], [0.0, -0.1, 0.0], [0.0, 0.0, 0.0], [0.0, 0.0, 0.0], [0.0, 0.1, 0.1], [-0.1, 0.1, -0.1], [0.1, -0.3, 0.2], [-0.3, 0.2, -0.3], [0.1, 0.0, 0.0], [-0.1, 0.1, -0.1], [0.1, -0.1, 0.0], [0.0, -0.1, 0.0], [0.0, 0.0, 0.1], [0.1, 0.1, 0.0], [0.1, -0.1, 0.0], [0.0, 0.1, 0.0], [0.1, 0.0, 0.0], [0.0, 0.0, -0.1], [0.1, 0.0, 0.1], [0.1, -0.1, 0.1]]}


No. 2
{"formula": "C3H4OS3", "method": "wB97M-V/def2-TZVPD", "homo_energy_ha": -0.3268, "gap_ev": 8.457, "de_lowest_kj_mol": 272.3, "smiles": "S=C1SCOCS1", "energy_ha": -1386.4012, "multiplicity": 1, "species": ["C", "C", "C", "H", "H", "H", "H", "O", "S", "S", "S"], "coordinates": [[-0.9314, -0.0119, 0.0491], [1.9584, -1.0118, -0.0151], [1.6763, 1.1724, -0.2121], [2.2864, -1.8064, 0.9535], [2.4155, -0.9291, -1.0009], [2.3112, 1.0005, -1.2476], [2.0209, 2.1196, 0.3362], [2.0140, 0.1273, 0.8150], [-2.5742, -0.1113, 0.1930], [0.1359, -1.5248, -0.2809], [-0.1471, 1.4927, -0.1929]], "forces_ev_per_angstrom": [[0.4, -1.7, -1.3], [-1.1, -2.8, 5.6], [1.7, 1.2, 1.9], [-0.4, 1.3, -3.9], [0.5, -0.4, 0.5], [-2.1, 0.4, 2.6], [-0.2, -1.1, -1.4], [-0.3, 1.6, -4.5], [1.6, 0.0, 0.1], [-0.8, 1.1, 0.4], [0.5, 0.4, -0.1]]}


No. 3
{"formula": "C16H39Cl2N12O22", "method": "wB97M-V/def2-TZVPD", "homo_energy_ha": -0.1507, "gap_ev": 5.010, "total_charge": -1, "energy_ha": -3864.8636, "multiplicity": 1, "species": ["C", "C", "Cl", "C", "Cl", "C", "N", "C", "N", "C", "O", "O", "H", "H", "H", "H", "H", "H", "H", "H", "H", "C", "N", "O", "O", "H", "H", "H", "C", "N", "O", "O", "H", "H", "H", "C", "N", "O", "O", "H", "H", "H", "C", "N", "O", "O", "H", "H", "H", "C", "N", "O", "O", "H", "H", "H", "C", "N", "O", "O", "H", "H", "H", "C", "N", "O", "O", "H", "H", "H", "C", "N", "O", "O", "H", "H", "H", "C", "N", "O", "O", "H", "H", "H", "C", "N", "O", "O", "H", "H", "H"], "coordinates": [[-4.3034, 1.9555, -2.2983], [-3.2810, 2.2010, -1.2242], [-3.0666, 3.9055, -0.8750], [-2.6039, 1.2755, -0.5539], [-1.5468, 1.8059, 0.7055], [-2.7965, -0.2359, -0.7630], [-4.1455, -0.5963, -0.3086], [-2.6045, -0.7288, -2.2278], [-1.8392, 0.1657, -3.1116], [-1.7018, -1.0868, 0.0277], [-0.5265, -0.7298, -0.2314], [-2.0961, -2.0483, 0.6977], [-5.0198, 1.2079, -1.9590], [-3.8417, 1.6475, -3.2364], [-4.8613, 2.8721, -2.4731], [-4.4262, 0.0264, 0.4335], [-4.8083, -0.5743, -1.0715], [-2.1018, -1.6935, -2.1564], [-3.5901, -0.9418, -2.6543], [-2.3331, 0.2589, -3.9916], [-0.9654, -0.2827, -3.3559], [-6.3292, -4.5673, -0.6246], [-6.2817, -3.2399, -1.2942], [-6.9840, -2.3594, -0.8425], [-5.5314, -3.1374, -2.2383], [-7.0298, -4.5056, 0.1989], [-6.6418, -5.2936, -1.3689], [-5.3214, -4.7778, -0.2776], [2.5906, -0.3252, -0.8038], [3.1760, 0.2473, -2.0425], [3.6255, 1.3753, -2.0085], [3.1853, -0.4618, -3.0326], [2.6707, 0.4226, -0.0249], [1.5413, -0.5723, -0.9895], [3.1605, -1.2212, -0.5715], [1.7229, 1.1556, 3.3026], [1.2777, 2.5766, 3.3306], [0.1565, 2.8209, 2.9581], [2.0833, 3.4005, 3.7352], [0.9087, 0.5477, 2.9216], [2.5939, 1.1058, 2.6558], [1.9918, 0.8972, 4.3231], [3.5391, 1.3892, 7.7730], [3.5356, 0.4322, 6.6346], [4.5998, 0.0902, 6.1649], [2.4482, 0.0529, 6.2442], [4.5683, 1.6385, 8.0010], [2.9776, 2.2639, 7.4575], [3.0531, 0.9145, 8.6155], [-7.4338, 6.2046, -2.1455], [-6.7592, 4.8924, -2.3556], [-7.2793, 3.9071, -1.8739], [-5.7303, 4.9154, -2.9913], [-8.3317, 6.0368, -1.5632], [-6.7292, 6.8448, -1.6235], [-7.6599, 6.6103, -3.1267], [2.8368, -2.0162, -5.8371], [2.2013, -3.1164, -6.6134], [2.5171, -4.2589, -6.3524], [1.4045, -2.7992, -7.4751], [3.5170, -2.4523, -5.1180], [3.3559, -1.3866, -6.5541], [2.0494, -1.4580, -5.3409], [6.5376, -3.0872, -3.3931], [5.2983, -2.9483, -2.5775], [4.2349, -2.9848, -3.1516], [5.4436, -2.7972, -1.3795], [6.2481, -3.2097, -4.4295], [7.1259, -2.1884, -3.2449], [7.0657, -3.9577, -3.0145], [-7.3756, 1.8181, 2.1392], [-6.0292, 1.2419, 1.8779], [-5.8464, 0.0725, 2.1455], [-5.2059, 1.9901, 1.3960], [-8.0021, 1.0396, 2.5580], [-7.2421, 2.6449, 2.8303], [-7.7587, 2.1758, 1.1878], [3.4238, 2.2908, 12.6387], [3.5256, 2.0960, 11.1651], [2.5540, 1.6601, 10.5838], [4.5802, 2.3919, 10.6454], [2.4329, 1.9869, 12.9525], [4.1969, 1.6815, 13.0966], [3.6044, 3.3431, 12.8352], [9.7494, -4.0491, -6.7362], [8.5137, -3.4310, -6.1802], [8.6395, -2.5469, -5.3583], [7.4567, -3.8572, -6.5921], [10.6045, -3.5682, -6.2774], [9.7103, -5.1092, -6.5053], [9.7280, -3.8951, -7.8106]], "forces_ev_per_angstrom": [[-0.1, 0.2, 0.3], [-0.2, 0.0, -0.3], [0.0, 0.1, 0.0], [0.2, -0.1, -0.3], [0.0, 0.0, 0.2], [0.0, 0.0, 0.6], [0.3, -0.4, -0.4], [0.0, 0.0, 0.0], [-0.1, -0.3, -0.3], [-0.1, 0.0, 0.0], [0.3, -0.1, -0.2], [0.1, 0.2, 0.0], [0.1, -0.1, -0.2], [0.0, 0.0, 0.1], [0.1, -0.1, -0.1], [-0.1, -0.2, 0.0], [-0.1, 0.2, 0.1], [-0.1, 0.0, 0.0], [0.0, 0.2, 0.0], [0.0, 0.1, 0.0], [0.1, 0.1, 0.2], [0.1, 0.0, 0.1], [0.1, 0.0, 0.2], [-0.1, 0.1, -0.2], [-0.1, 0.1, -0.1], [0.0, 0.0, 0.0], [0.1, 0.0, 0.0], [0.0, 0.0, 0.0], [-0.2, 0.0, 0.1], [0.0, 0.0, 0.0], [0.0, 0.0, 0.0], [-0.1, 0.1, -0.1], [0.0, 0.0, 0.0], [0.0, 0.0, 0.1], [0.0, 0.0, -0.1], [-0.1, 0.0, 0.0], [0.1, -0.2, -0.1], [0.0, 0.2, 0.1], [0.0, 0.0, 0.1], [0.0, 0.0, 0.0], [0.0, 0.0, 0.0], [0.0, -0.1, -0.2], [0.2, 0.0, -0.2], [-0.1, 0.0, 0.0], [0.0, 0.0, 0.0], [0.1, -0.1, 0.1], [0.0, 0.0, 0.0], [-0.1, 0.0, 0.0], [-0.1, 0.0, -0.2], [-0.1, 0.0, 0.1], [0.0, 0.1, 0.1], [0.0, 0.0, 0.0], [-0.1, 0.0, -0.1], [0.0, 0.0, 0.0], [0.0, 0.0, 0.0], [0.0, 0.0, 0.0], [0.1, -0.1, 0.0], [0.0, 0.0, 0.0], [0.0, 0.0, 0.0], [0.0, 0.0, 0.0], [-0.1, 0.0, 0.0], [-0.1, 0.1, 0.0], [0.0, 0.0, 0.0], [-0.2, 0.0, 0.0], [0.0, 0.1, 0.0], [0.1, -0.3, 0.1], [0.0, 0.0, 0.0], [0.0, 0.0, 0.0], [0.0, 0.0, 0.0], [0.0, 0.0, 0.0], [-0.1, -0.1, 0.0], [0.1, 0.0, -0.1], [-0.2, 0.1, 0.2], [-0.1, 0.0, 0.1], [0.0, 0.0, 0.0], [0.0, 0.0, 0.0], [0.0, 0.0, 0.0], [-0.1, 0.0, 0.0], [0.0, 0.0, 0.1], [-0.1, 0.1, 0.3], [0.0, 0.0, 0.0], [0.0, 0.0, 0.0], [0.0, 0.0, 0.0], [0.1, 0.0, 0.0], [0.1, 0.0, 0.0], [0.0, 0.0, -0.1], [0.1, 0.0, 0.0], [0.0, 0.0, 0.0], [0.0, 0.0, 0.0], [0.0, 0.0, 0.0], [0.0, 0.0, 0.0]]}


No. 4
{"formula": "C5H12O", "method": "wB97M-V/def2-TZVPD", "homo_energy_ha": -0.3769, "gap_ev": 11.218, "de_lowest_kj_mol": 28.7, "smiles": "CC(C)CCO", "energy_ha": -272.9377, "multiplicity": 1, "species": ["C", "C", "C", "C", "C", "O", "H", "H", "H", "H", "H", "H", "H", "H", "H", "H", "H", "H"], "coordinates": [[-1.1356, -1.3117, 0.1077], [0.2198, -0.6913, -0.2372], [1.3629, -1.5973, 0.2203], [0.3719, 0.7177, 0.3453], [-0.5620, 1.7471, -0.2857], [0.0919, 3.0040, -0.2584], [-1.9714, -0.6748, -0.2057], [-1.2211, -1.4667, 1.1912], [-1.2597, -2.2860, -0.3793], [0.2837, -0.5981, -1.3323], [1.3346, -1.7456, 1.3074], [2.3364, -1.1620, -0.0335], [1.2995, -2.5836, -0.2536], [0.2293, 0.6900, 1.4347], [1.3939, 1.0748, 0.1700], [-1.5207, 1.7950, 0.2542], [-0.7876, 1.4487, -1.3234], [-0.4658, 3.6397, -0.7217]], "forces_ev_per_angstrom": [[-0.1, 0.0, 0.0], [0.0, 0.0, 0.0], [0.0, 0.0, 0.0], [0.0, 0.0, 0.0], [-0.2, -0.4, 0.0], [-0.1, 0.3, -0.1], [0.1, -0.1, 0.0], [0.0, 0.0, -0.1], [0.0, 0.1, 0.1], [0.0, 0.0, 0.1], [0.0, 0.0, -0.1], [-0.1, -0.1, 0.0], [0.0, 0.1, 0.1], [0.0, 0.0, -0.2], [-0.1, -0.1, 0.0], [0.2, 0.0, -0.1], [0.1, 0.1, 0.1], [0.1, 0.0, 0.1]]}